{
  "formula": "C40H103F6N14O21S2V",
  "method": "the ωB97M-V functional and the def2-TZVPD basis",
  "e_above_lowest_kj_mol": 327.0,
  "spin_multiplicity": 2,
  "total_charge": 1,
  "total_energy_ha": -6271.56674,
  "homo_lumo_gap_ev": [5.37, 5.90],
  "homo_ha": [-0.364, -0.364],
  "species": ["O", "V", "C", "F", "F", "F", "S", "O", "O", "N", "S", "O", "O", "C", "F", "F", "F", "C", "O", "N", "N", "H", "H", "H", "H", "C", "O", "N", "N", "H", "H", "H", "H", "C", "O", "N", "N", "H", "H", "H", "H", "C", "O", "N", "N", "H", "H", "H", "H", "C", "C", "O", "H", "H", "H", "H", "H", "H", "C", "C", "O", "H", "H", "H", "H", "H", "H", "C", "O", "C", "C", "N", "C", "C", "O", "C", "H", "H", "H", "H", "H", "H", "H", "H", "H", "H", "H", "H", "H", "H", "H", "C", "O", "C", "C", "N", "C", "C", "O", "C", "H", "H", "H", "H", "H", "H", "H", "H", "H", "H", "H", "H", "H", "H", "H", "C", "O", "C", "C", "N", "C", "C", "O", "C", "H", "H", "H", "H", "H", "H", "H", "H", "H", "H", "H", "H", "H", "H", "H", "C", "O", "C", "C", "N", "C", "C", "O", "C", "H", "H", "H", "H", "H", "H", "H", "H", "H", "H", "H", "H", "H", "H", "H", "C", "O", "C", "C", "N", "C", "C", "O", "C", "H", "H", "H", "H", "H", "H", "H", "H", "H", "H", "H", "H", "H", "H", "H"],
  "positions_angstrom": [[-0.57189, 2.57730, -0.65842], [-0.28185, 2.09961, 0.87691], [2.77380, 1.30287, -2.21858], [3.29007, 0.66037, -3.30593], [3.68072, 1.78364, -1.33981], [2.03558, 2.29278, -2.59622], [1.67283, 0.05030, -1.12923], [0.41818, 0.10165, -1.84185], [2.38954, -1.21215, -1.12591], [1.45455, 0.95838, 0.37745], [2.64177, 0.44808, 1.24594], [3.90705, 0.13925, 0.61613], [2.75771, 1.40066, 2.35163], [1.93220, -1.31176, 1.98949], [2.68018, -2.33021, 1.63609], [2.06346, -1.15777, 3.37699], [0.69259, -1.48905, 1.61796], [2.13776, 4.48062, 1.14382], [1.12391, 3.80100, 1.09772], [2.57681, 5.14641, 0.14592], [2.93579, 4.49967, 2.18191], [1.98193, 5.08345, -0.66787], [3.36811, 5.76553, 0.24907], [3.87078, 4.86530, 2.29248], [2.48678, 3.90201, 2.86109], [-0.25092, 1.40546, 4.09683], [0.00417, 1.14473, 2.98003], [0.15212, 0.75563, 5.14092], [-1.01655, 2.36589, 4.49848], [0.83678, 0.01725, 5.06254], [-0.03827, 1.22218, 6.01624], [-0.92824, 2.64482, 5.46517], [-1.40689, 2.92290, 3.75184], [-2.23486, -0.64127, 0.59410], [-1.62978, 0.34231, 0.86648], [-2.07791, -1.16996, -0.57337], [-3.19322, -1.23923, 1.25486], [-1.74644, -0.56402, -1.31030], [-2.33935, -2.10592, -0.84853], [-3.59140, -2.03507, 0.77715], [-3.51827, -0.80922, 2.10898], [5.88025, -1.53280, 3.45864], [4.68595, -1.49978, 3.82336], [6.81191, -1.79953, 4.26842], [6.26846, -1.25892, 2.22118], [7.73110, -1.81279, 3.85008], [6.51681, -2.02754, 5.20705], [5.57095, -1.20170, 1.49296], [7.27591, -1.19556, 2.18749], [1.84700, -6.35214, 3.23004], [2.55797, -5.10963, 3.87803], [3.07735, -5.60555, 5.08154], [2.47078, -7.10021, 2.74078], [1.19482, -5.93888, 2.46063], [1.12406, -6.84399, 3.88085], [1.90350, -4.27957, 4.14405], [3.35809, -4.73712, 3.23840], [3.60062, -6.39193, 4.91007], [1.95373, -1.99380, 7.93652], [2.35887, -2.38650, 6.54995], [2.67639, -1.17870, 5.82489], [0.94915, -1.57166, 7.96341], [2.64494, -1.32837, 8.45375], [2.02967, -2.89830, 8.54003], [1.45013, -2.83284, 6.14612], [3.17500, -3.10477, 6.47179], [3.11144, -1.48191, 5.02464], [0.04044, -4.07654, -0.68994], [-1.37496, -3.99088, -0.40420], [-2.13892, -4.92382, -1.22345], [-3.43466, -4.77338, -0.53530], [-4.22866, -3.59972, -1.06640], [-5.61123, -3.70391, -0.58508], [-6.35289, -2.32907, -0.95178], [-6.79529, -2.27223, -2.32883], [-7.48571, -1.10894, -2.78413], [0.53269, -3.20032, -0.26800], [0.15091, -4.05646, -1.77414], [0.52274, -4.94120, -0.23405], [-1.71641, -5.92312, -1.11866], [-2.08338, -4.67010, -2.28206], [-3.43012, -4.75955, 0.55460], [-4.01622, -5.65575, -0.80232], [-4.19963, -3.70961, -2.06998], [-5.67060, -3.95934, 0.47290], [-6.12935, -4.51250, -1.10069], [-5.65920, -1.53847, -0.66573], [-7.21630, -2.23692, -0.29290], [-8.48217, -1.00809, -2.35401], [-7.60974, -1.13139, -3.86681], [-7.03308, -0.16684, -2.47481], [-6.08953, -0.11888, 2.80131], [-4.87401, -0.63143, 3.31780], [-4.62938, -0.08050, 4.68996], [-3.18947, -0.40544, 5.08919], [-2.94910, -1.84479, 5.11324], [-1.53532, -2.13347, 5.30826], [-1.32438, -3.69765, 5.29791], [-1.71245, -4.34481, 4.10353], [-1.10949, -3.92504, 2.89729], [-5.99055, 0.93097, 2.52541], [-6.87917, -0.28204, 3.53476], [-6.37349, -0.66468, 1.90154], [-5.33253, -0.63381, 5.31248], [-4.95851, 0.95075, 4.81762], [-2.74568, 0.08463, 5.95579], [-2.61592, 0.02004, 4.26571], [-3.17530, -2.20079, 4.19553], [-1.09372, -1.61727, 6.16068], [-0.86958, -1.77220, 4.52444], [-1.84255, -4.10620, 6.16548], [-0.30009, -3.98273, 5.53802], [-1.64592, -3.03502, 2.56836], [-1.18408, -4.72956, 2.16566], [-0.02480, -3.82725, 2.94194], [-3.98308, 0.90617, -2.51421], [-2.74679, 0.36408, -2.99713], [-2.88694, -0.86037, -3.71824], [-1.56811, -1.34594, -4.49966], [-1.28979, -0.45437, -5.65050], [-2.32968, -0.49359, -6.76856], [-3.14339, -1.83059, -7.03526], [-3.67980, -1.87032, -8.35532], [-4.21843, -3.16854, -8.74851], [-4.68056, 1.14157, -3.31809], [-3.71123, 1.84378, -2.02937], [-4.60120, 0.32615, -1.82893], [-3.64272, -0.70320, -4.48779], [-3.20651, -1.68757, -3.08442], [-1.78821, -2.35929, -4.83547], [-0.66437, -1.45105, -3.89939], [-1.41287, 0.47808, -5.28242], [-1.83993, -0.22933, -7.70580], [-3.11219, 0.26209, -6.69982], [-3.89556, -2.03505, -6.27334], [-2.41702, -2.64311, -7.05305], [-3.46033, -3.92954, -8.56347], [-4.53324, -3.17596, -9.79204], [-5.07850, -3.33411, -8.09969], [8.60600, 1.55507, 3.09691], [7.48814, 2.02234, 2.38545], [7.57276, 1.65077, 1.06074], [6.45468, 2.23095, 0.25063], [6.71692, 3.59173, -0.22704], [5.64034, 3.85096, -1.19298], [5.68193, 5.26345, -1.80569], [5.39429, 6.34567, -0.94079], [5.85830, 7.61194, -1.37521], [9.62878, 1.78027, 2.79477], [8.55441, 0.47726, 3.25104], [8.60672, 1.96834, 4.10553], [7.50502, 0.58450, 0.84490], [8.43738, 2.02018, 0.50931], [5.48327, 2.18163, 0.74260], [6.38365, 1.53909, -0.58864], [6.65974, 4.27213, 0.51720], [4.61800, 3.77628, -0.82239], [5.71935, 3.11785, -1.99572], [5.00098, 5.25155, -2.65673], [6.62334, 5.41097, -2.33491], [5.42196, 7.85800, -2.34329], [6.92046, 7.68409, -1.60910], [5.70565, 8.39474, -0.63223], [1.17533, 5.36752, -6.54249], [0.22352, 4.78184, -5.68771], [0.53473, 3.42087, -5.28512], [-0.49810, 2.79094, -4.27231], [-1.80166, 2.29696, -4.87646], [-2.65905, 3.41107, -5.41014], [-3.15796, 4.32081, -4.22484], [-4.38832, 3.82396, -3.60922], [-4.87174, 4.57224, -2.51043], [2.18490, 5.47958, -6.14714], [0.88756, 6.40023, -6.73950], [1.22610, 4.78245, -7.46075], [1.57228, 3.28371, -4.98054], [0.43791, 2.78988, -6.16862], [-0.62414, 3.32291, -3.32931], [0.04738, 1.89877, -3.96477], [-2.21307, 1.78063, -4.11210], [-3.50923, 2.99733, -5.95246], [-2.25450, 4.00156, -6.23219], [-3.18353, 5.37927, -4.48389], [-2.31810, 4.32104, -3.53004], [-4.06057, 4.57157, -1.78234], [-5.75802, 4.07425, -2.11723], [-5.18138, 5.58651, -2.76241]],
  "forces_ev_per_angstrom": [[0.2168, -1.1757, 4.6149], [1.1813, -0.8781, -4.6380], [0.2851, -1.9339, 1.7582], [-0.3711, 0.9907, 1.8909], [0.0712, -0.4472, -1.6098], [-0.6537, 0.7601, -0.5874], [-0.8197, 0.5757, -3.3290], [0.4022, 0.0506, 0.8760], [-0.9488, 1.4543, 1.0188], [-0.6154, -1.4531, -3.8404], [2.9895, -0.1355, 5.6974], [-1.3429, -0.1582, -0.0895], [-0.5977, -1.2317, -1.0121], [2.2181, 2.2193, 1.6002], [-0.1807, 0.0300, -0.1584], [-1.2530, -0.4041, -2.6334], [-0.4358, -0.1355, 0.2477], [1.9851, -0.2803, 0.6611], [-3.6571, -2.1329, 0.4726], [-0.0907, 1.8128, -3.4815], [-0.6581, -0.9979, 3.0072], [0.5526, 0.5625, -0.2840], [-0.0663, 0.0238, -0.6821], [-0.3821, -0.1373, -0.2458], [1.1390, -0.0247, 0.7662], [0.0737, -0.2549, 3.7418], [0.6897, -0.5438, -6.9476], [1.7801, -2.2353, 2.1835], [-2.7256, 3.8341, -0.4023], [0.4376, -0.0499, 0.3894], [0.5552, -1.0129, 0.1156], [-0.6766, 0.6718, -0.6225], [-0.1720, 0.5447, 0.8662], [-2.3901, -3.3578, -2.3623], [3.3126, 6.9349, 3.0005], [1.5564, -1.0558, -4.0857], [-0.4806, -0.1121, 2.2373], [0.4594, -0.1206, 0.0365], [-0.3263, 0.0902, 0.3878], [-0.4631, 0.1232, 0.4240], [-0.5041, -0.6429, 0.2441], [-6.0136, 1.0532, -1.3456], [0.3840, -0.2955, -0.5296], [3.8009, -1.0187, 3.0262], [0.6497, 0.0151, -0.7438], [0.2047, -0.4578, 1.3348], [0.7881, 0.0286, -0.0745], [0.5436, 0.3331, -0.1241], [-0.4722, 0.1864, -1.5577], [-1.0875, 1.8474, -0.7975], [-0.1214, -2.4677, -0.3437], [0.7186, 0.5697, 1.4281], [0.3900, 0.2367, 0.2798], [-0.0308, -0.1445, -0.5587], [0.4001, 0.0805, 0.4909], [-0.2237, -0.1916, -0.1665], [-0.0333, 0.1555, -0.2224], [0.0098, 0.0031, -0.0892], [0.7421, -0.5496, 0.9964], [-0.3913, 1.2843, -0.3850], [-0.5015, -0.7080, 0.5578], [0.0255, -0.0690, 0.0848], [0.0885, 0.3321, -0.4067], [-0.6399, -0.1306, 0.1879], [0.0919, -0.3738, -0.5456], [0.0428, 0.0312, 0.2436], [0.6207, 0.3548, -0.3121], [-0.7126, 0.7611, 0.0855], [1.6306, -0.6446, -1.0347], [1.5720, 1.1103, 2.2542], [-3.0602, -0.5267, -1.7055], [1.0836, -0.8927, 1.5976], [-0.8025, 1.6725, -2.1132], [-0.4027, -1.1190, 0.3880], [0.8472, -0.2594, 0.4232], [-0.2279, 0.1532, 0.9240], [-0.1863, 0.0877, -0.1059], [0.4119, -0.1412, -0.0436], [-0.2476, -0.3625, -0.1406], [-0.0615, -0.1812, 0.1189], [-0.3261, 0.2851, -0.1323], [0.6192, 0.2204, -0.1158], [-0.3187, -0.4676, 0.1358], [-0.3297, 0.2143, -0.2165], [0.2184, 0.5348, 0.1216], [-0.2440, -0.1608, -0.0793], [0.1420, 0.3450, -0.4190], [-0.3155, 0.0197, 0.0398], [-0.3253, -0.5170, 0.1398], [0.3605, -0.2619, 0.1231], [0.6944, 0.0098, -0.1636], [-0.0771, -0.3299, -0.0274], [0.5612, 1.3035, 1.5861], [-0.6910, -1.6232, 0.0469], [0.0011, 0.0220, -1.6596], [0.3703, 0.5287, 0.5023], [0.6413, -1.7183, -0.6719], [0.4401, 1.0295, 0.8489], [-0.4374, -0.3482, 0.5055], [-0.0919, -0.3590, 0.1744], [-0.1028, 0.1882, 0.1926], [-0.1939, 0.2685, 0.0089], [0.2547, -0.1607, -0.0011], [0.0473, -0.2205, 0.2620], [0.5251, 0.3271, -0.6152], [-0.7533, -0.0761, 0.4130], [0.4636, 0.3489, -0.3795], [-0.3779, -0.2617, -0.0781], [-0.4515, -0.4555, 0.6256], [-0.1505, 0.4084, -0.7550], [-0.7193, -0.2619, -0.4888], [0.5302, 0.4406, -0.2897], [0.5179, 0.1802, -0.5113], [-0.7102, 0.0106, 0.0111], [0.1744, 0.6916, 0.4994], [0.0585, 0.5596, -0.3106], [-0.2972, -0.7314, 0.5009], [1.1984, -0.6821, -0.7864], [-1.5438, 1.2326, -0.1656], [-1.2999, -1.3772, -0.5605], [-0.6684, -0.7535, -0.3352], [1.7719, -0.2479, -0.6330], [-0.4624, 0.2692, -0.5757], [0.4305, 1.2628, 1.3761], [0.2515, 0.1314, -0.4422], [-0.0746, -0.0500, -0.0226], [0.6648, -0.7602, 0.3222], [-0.1971, -0.1102, -0.0625], [-0.2582, 0.0976, 0.4404], [-0.1397, -0.0323, -0.1522], [-0.1465, 0.4141, 0.3576], [0.4513, 0.4809, -0.2723], [0.2458, -0.3022, 0.0290], [0.0372, 0.4299, 0.6203], [-0.2299, 0.0764, 0.0696], [0.2268, -0.3438, 0.6640], [0.0052, -0.2017, -0.1060], [0.2307, 0.3828, 0.1394], [-0.1884, -0.4286, -0.1071], [0.1210, -0.2458, 1.7925], [1.1699, 0.1933, 0.5011], [-0.7035, 0.1914, -1.8189], [-0.1603, 0.2168, 0.2889], [-0.9795, -0.5168, -0.9953], [0.3095, 2.0579, 0.0564], [0.6754, -0.5275, -1.3903], [0.1241, -0.2639, 1.0152], [0.3787, 0.1193, -0.8815], [-0.1948, 0.3182, -1.1586], [-0.0471, -0.3285, -0.2171], [-0.5445, 0.1422, 0.0575], [0.2780, -0.4432, 0.7813], [0.7308, 0.0344, 0.5272], [-0.0761, -0.2527, 0.3821], [-0.1298, 0.3809, -0.4760], [0.0209, -0.0378, 0.2777], [-0.0360, -0.3915, 0.6102], [0.1093, 0.1888, -0.1453], [-0.7076, 0.1313, -0.0098], [0.5746, 0.1607, 0.4670], [-0.5914, 0.2914, 0.0763], [0.4303, -0.7302, 0.3305], [-0.5766, -0.3511, 0.0508], [-0.0696, 0.0071, -0.2617], [0.2795, -0.6000, 1.3047], [-1.7606, 0.1043, -0.5139], [0.5591, -0.4207, -1.2498], [1.7112, 2.3774, -0.6982], [-1.1680, -0.3816, 1.5548], [0.1377, -0.3522, -0.3159], [0.7421, 0.2963, -1.3191], [0.6387, -0.3547, -0.3197], [0.1897, -0.5115, 0.4903], [-0.4446, -0.1818, -0.1934], [0.1340, 0.1650, -0.3107], [0.0419, 0.4476, 0.5285], [-0.0197, -0.1477, -0.3196], [-0.0203, 0.5713, -0.1524], [-0.2100, -0.3377, 0.0189], [-0.7420, 0.1943, -0.0339], [-0.3544, -0.4558, 0.5030], [1.0424, 0.0123, 0.5904], [-0.8142, 0.1239, -0.3924], [-0.2074, -0.2580, 0.6549], [-0.1775, 0.3802, 0.5673], [0.1556, -0.2133, 0.0017], [0.2453, 0.1978, -0.1772]],
  "lowdin_charge": [-0.2335, 1.1493, -0.5767, 0.1479, 0.0848, 0.1730, 0.7333, -0.3030, -0.2576, -0.3483, 0.5950, -0.2948, -0.2939, -0.5630, 0.1622, 0.0483, 0.1528, -0.7280, -0.0454, 0.2310, 0.2200, 0.1461, 0.1185, 0.1395, 0.1145, -0.7881, 0.0200, 0.2326, 0.1951, 0.1006, 0.1301, 0.1310, 0.1255, -0.7243, -0.0047, 0.2251, 0.2407, 0.0853, 0.0825, 0.1024, 0.0773, -0.7291, 0.0028, 0.1927, 0.1940, 0.1166, 0.1433, 0.1014, 0.0907, -0.0643, -0.2948, -0.0923, 0.0734, 0.0388, 0.0788, 0.0826, 0.1057, 0.0840, -0.0878, -0.2969, -0.1088, 0.0645, 0.0772, 0.0791, 0.0784, 0.1161, 0.0107, -0.0629, -0.2541, -0.1830, -0.1994, -0.0652, -0.1727, -0.1832, -0.1948, -0.1015, 0.0602, 0.0921, 0.0869, 0.1285, 0.1264, 0.1239, 0.1153, 0.1018, 0.1172, 0.1154, 0.0848, 0.1077, 0.0811, 0.0917, 0.0688, -0.0984, -0.2555, -0.1389, -0.2093, -0.0252, -0.2061, -0.1862, -0.1738, -0.1014, 0.0920, 0.0930, 0.0767, 0.1205, 0.1192, 0.1195, 0.0906, 0.0937, 0.1046, 0.0889, 0.1226, 0.0961, 0.0704, 0.0821, 0.0693, -0.0749, -0.2411, -0.1702, -0.1596, -0.0412, -0.1531, -0.2282, -0.2128, -0.0721, 0.0909, 0.0858, 0.0700, 0.1054, 0.0942, 0.0944, 0.0962, 0.0222, 0.1068, 0.0951, 0.1065, 0.1068, 0.0792, 0.0867, 0.0799, -0.1162, -0.1301, -0.2723, -0.2266, -0.0187, -0.2231, -0.2211, -0.2037, -0.1033, 0.0934, 0.0611, 0.0907, 0.1022, 0.1311, 0.1066, 0.1212, 0.1093, 0.0797, 0.1195, 0.1162, 0.1207, 0.0876, 0.0858, 0.0902, -0.1259, -0.2050, -0.1658, -0.1586, -0.0462, -0.1328, -0.1664, -0.2211, -0.1173, 0.0781, 0.0872, 0.0887, 0.1038, 0.1201, 0.0858, 0.0878, 0.0586, 0.1065, 0.1091, 0.1168, 0.0906, 0.0782, 0.0859, 0.0853]
}